[1]
This record from the Open Molecules 2025 dataset describes a cluster of 12 separate species, C103H220N12O12 in total at a distorted geometry. The level of theory is the ωB97M-V functional and the def2-TZVPD basis.

Each line ends with the Löwdin charge.
CARTESIAN COORDINATES (ANGSTROEM)
C 0.622 -1.939 -6.382  -0.049
C -0.871 -1.713 -6.500  -0.454
C -1.235 -0.863 -7.727  -0.186
O -2.648 -0.601 -7.853  -0.203
C -3.033 -0.315 -9.207  -0.093
N -1.463 -3.034 -6.535  0.042
H 0.752 -2.808 -5.662  0.094
H 1.171 -1.079 -5.976  0.085
H 0.897 -2.115 -7.413  0.076
H -1.243 -1.165 -5.634  0.128
H -0.957 -1.411 -8.620  0.109
H -0.658 0.061 -7.657  0.133
H -2.699 0.666 -9.561  0.084
H -4.110 -0.479 -9.345  0.094
H -2.416 -0.941 -9.881  0.079
H -2.319 -2.903 -7.068  0.082
H -0.810 -3.565 -7.180  0.121
C 7.225 6.161 -0.464  -0.019
C 7.325 5.709 1.030  -0.501
C 6.023 5.876 1.850  -0.140
C 4.904 4.879 1.498  -0.177
C 5.484 3.465 1.716  -0.121
C 6.762 3.202 0.830  -0.472
N 7.715 4.277 1.200  -0.112
O 9.033 4.097 0.690  -0.044
C 7.361 1.838 1.289  -0.019
C 6.429 3.200 -0.669  -0.024
C 8.375 6.490 1.789  -0.064
H 7.574 7.213 -0.555  0.088
H 6.303 6.014 -1.046  0.056
H 7.956 5.531 -1.006  0.080
H 6.255 5.776 2.924  0.121
H 5.605 6.915 1.713  0.135
H 4.541 5.074 0.430  0.113
H 4.049 5.056 2.187  0.068
H 4.691 2.751 1.513  0.091
H 5.721 3.342 2.758  0.107
H 7.377 1.853 2.344  0.058
H 6.585 1.072 1.050  0.091
H 8.317 1.579 0.920  0.063
H 6.047 2.221 -0.886  0.070
H 5.733 4.060 -0.851  0.062
H 7.376 3.267 -1.210  0.089
H 8.543 6.019 2.758  0.085
H 8.032 7.504 1.988  0.081
H 9.361 6.598 1.246  0.102
H 9.641 3.896 1.433  0.120
C -2.926 1.241 5.628  -0.033
C -2.947 0.273 4.452  -0.509
C -3.718 -0.977 4.765  -0.124
C -5.286 -0.676 4.769  -0.140
C -5.723 -0.016 3.449  -0.123
C -4.918 1.236 3.107  -0.529
N -3.492 0.856 3.162  -0.050
O -2.770 2.019 2.730  -0.046
C -5.205 1.494 1.657  -0.040
C -5.251 2.424 3.990  -0.016
C -1.516 -0.225 4.181  -0.039
H -2.122 0.880 6.335  0.108
H -3.838 1.416 6.175  0.058
H -2.682 2.248 5.371  0.059
H -3.667 -1.705 3.957  0.083
H -3.325 -1.451 5.708  0.144
H -5.549 -0.064 5.596  0.087
H -5.729 -1.615 4.964  0.087
H -6.828 0.035 3.393  0.132
H -5.398 -0.699 2.608  0.127
H -4.651 0.802 0.992  0.077
H -6.268 1.301 1.389  0.103
H -4.867 2.465 1.313  0.037
H -4.677 3.309 3.687  0.078
H -6.294 2.713 3.959  0.085
H -4.994 2.371 5.081  0.075
H -1.597 -0.973 3.331  0.089
H -1.110 -0.736 5.087  0.096
H -0.768 0.539 3.877  0.068
H -2.002 1.718 2.220  0.052
C 1.083 6.411 -2.581  -0.035
C 2.495 6.503 -3.263  -0.454
C 3.222 5.161 -2.918  -0.138
C 4.535 4.990 -3.735  -0.171
C 4.060 4.942 -5.192  -0.139
C 3.285 6.196 -5.736  -0.482
N 2.210 6.465 -4.745  -0.111
O 1.416 7.544 -5.093  -0.025
C 4.229 7.419 -6.006  -0.018
C 2.661 5.732 -7.048  -0.043
C 3.341 7.696 -2.730  -0.011
H 0.456 7.235 -2.970  0.078
H 1.069 6.513 -1.487  0.066
H 0.577 5.422 -2.807  0.087
H 3.410 5.172 -1.840  0.099
H 2.574 4.349 -3.255  0.101
H 5.045 4.019 -3.482  0.118
H 5.257 5.799 -3.600  0.093
H 3.332 4.101 -5.224  0.121
H 4.867 4.757 -5.903  0.118
H 4.955 7.578 -5.208  0.060
H 4.812 7.250 -6.953  0.101
H 3.798 8.393 -6.049  0.057
H 2.033 4.876 -6.825  0.085
H 2.027 6.511 -7.485  0.088
H 3.405 5.508 -7.766  0.067
H 3.401 7.579 -1.650  0.085
H 2.766 8.598 -2.892  0.075
H 4.259 7.877 -3.221  0.046
H 1.971 8.325 -5.172  0.079
C -3.217 -0.765 -3.168  -0.034
C -4.561 -0.686 -3.826  -0.509
C -4.863 -1.969 -4.547  -0.147
C -5.285 -3.156 -3.701  -0.156
C -6.437 -2.702 -2.758  -0.097
C -5.990 -1.447 -1.883  -0.471
N -5.670 -0.407 -2.880  -0.083
O -5.237 0.769 -2.195  -0.069
C -7.315 -1.071 -1.137  -0.034
C -4.921 -1.614 -0.815  -0.035
C -4.711 0.468 -4.883  -0.005
H -3.322 -0.343 -2.152  0.073
H -2.544 -0.196 -3.752  0.060
H -2.884 -1.815 -3.076  0.088
H -5.727 -1.705 -5.132  0.113
H -4.063 -2.235 -5.270  0.124
H -4.475 -3.475 -3.046  0.086
H -5.524 -3.995 -4.298  0.087
H -6.815 -3.447 -2.051  0.109
H -7.335 -2.469 -3.297  0.103
H -7.779 -1.960 -0.686  0.081
H -7.161 -0.280 -0.358  0.080
H -7.997 -0.769 -1.920  0.074
H -4.812 -0.698 -0.200  0.068
H -5.157 -2.415 -0.084  0.084
H -3.994 -1.998 -1.216  0.053
H -4.318 1.397 -4.440  0.076
H -5.786 0.597 -4.989  0.083
H -4.263 0.239 -5.848  0.067
H -5.951 1.405 -2.413  0.111
C -3.406 -6.319 -5.251  -0.050
C -2.556 -6.569 -3.982  -0.497
C -1.980 -7.984 -4.231  -0.161
C -0.866 -8.392 -3.267  -0.193
C 0.241 -7.365 -3.320  -0.141
C -0.239 -5.918 -3.083  -0.517
N -1.375 -5.698 -3.997  -0.076
O -1.790 -4.340 -4.008  -0.070
C -0.577 -5.576 -1.659  -0.022
C 0.894 -5.066 -3.531  -0.039
C -3.499 -6.573 -2.752  -0.027
H -2.812 -6.413 -6.175  0.081
H -3.881 -5.331 -5.360  0.065
H -4.199 -7.076 -5.374  0.087
H -2.842 -8.678 -4.208  0.122
H -1.547 -8.036 -5.276  0.132
H -0.482 -9.387 -3.569  0.116
H -1.310 -8.488 -2.210  0.127
H 0.676 -7.436 -4.329  0.126
H 1.035 -7.716 -2.644  0.097
H -1.032 -4.601 -1.786  0.071
H -1.373 -6.183 -1.183  0.068
H 0.280 -5.511 -0.922  0.090
H 1.818 -5.195 -2.986  0.087
H 1.092 -5.081 -4.572  0.078
H 0.619 -4.058 -3.305  0.053
H -4.520 -6.898 -3.030  0.087
H -3.595 -5.528 -2.394  0.073
H -3.181 -7.270 -1.939  0.071
H -1.568 -3.978 -4.915  0.061
C -3.000 3.219 -1.854  0.009
C -3.712 4.591 -1.313  -0.433
C -3.016 5.747 -2.015  -0.145
C -3.714 7.047 -1.661  -0.173
C -5.187 6.980 -2.184  -0.111
C -5.924 5.792 -1.512  -0.490
N -5.137 4.542 -1.674  -0.068
O -5.791 3.401 -1.109  -0.034
C -6.284 6.098 -0.019  -0.018
C -7.207 5.563 -2.346  -0.047
C -3.334 4.633 0.203  -0.016
H -3.566 2.357 -1.527  0.052
H -1.974 3.201 -1.466  0.054
H -2.936 3.283 -2.947  0.084
H -2.028 5.811 -1.574  0.113
H -3.027 5.722 -3.103  0.126
H -3.264 7.930 -2.081  0.106
H -3.754 7.154 -0.600  0.078
H -5.055 6.741 -3.236  0.113
H -5.744 7.898 -2.061  0.116
H -5.416 6.443 0.573  0.066
H -7.044 6.897 0.049  0.087
H -6.756 5.244 0.532  0.088
H -7.706 6.494 -2.528  0.064
H -6.907 5.177 -3.365  0.105
H -7.955 4.878 -1.930  0.078
H -4.003 3.942 0.781  0.064
H -3.506 5.506 0.765  0.045
H -2.373 4.192 0.476  0.066
H -5.853 3.463 -0.145  0.057
C 2.738 -9.038 0.060  -0.011
C 3.660 -7.845 -0.203  -0.551
C 2.822 -6.542 -0.276  -0.136
C 2.341 -6.001 1.067  -0.161
C 3.625 -5.908 1.943  -0.127
C 4.373 -7.229 2.098  -0.469
N 4.772 -7.646 0.697  -0.079
O 5.515 -8.918 0.747  -0.064
C 5.699 -7.029 2.836  -0.052
C 3.676 -8.399 2.905  -0.017
C 4.313 -8.015 -1.572  -0.034
H 2.085 -8.863 0.952  0.085
H 3.370 -9.924 0.141  0.088
H 2.180 -9.148 -0.844  0.066
H 3.369 -5.711 -0.795  0.138
H 2.006 -6.821 -0.913  0.070
H 1.673 -6.688 1.548  0.071
H 1.827 -5.008 1.038  0.098
H 3.511 -5.400 2.887  0.090
H 4.278 -5.147 1.435  0.129
H 5.995 -8.058 3.073  0.081
H 6.448 -6.417 2.329  0.089
H 5.466 -6.552 3.791  0.083
H 2.620 -8.423 2.856  0.038
H 4.043 -9.373 2.556  0.087
H 3.869 -8.240 3.970  0.084
H 4.998 -7.205 -1.641  0.073
H 3.567 -7.909 -2.393  0.092
H 4.867 -8.950 -1.578  0.082
H 6.425 -8.490 0.706  0.135
C -1.075 7.619 5.021  -0.052
C -0.684 6.329 4.316  -0.445
C -0.426 6.707 2.778  -0.107
C 0.177 5.521 1.950  -0.183
C 1.509 5.183 2.611  -0.125
C 1.248 4.705 4.095  -0.508
N 0.620 5.772 4.782  -0.105
O 0.515 5.372 6.151  -0.020
C 0.572 3.318 4.187  -0.017
C 2.620 4.517 4.749  -0.022
C -1.843 5.255 4.397  -0.013
H -1.658 8.286 4.323  0.096
H -0.219 8.220 5.353  0.082
H -1.726 7.564 5.893  0.075
H -1.419 6.974 2.355  0.113
H 0.187 7.645 2.787  0.125
H 0.361 5.884 0.921  0.104
H -0.489 4.692 1.851  0.059
H 1.966 6.194 2.588  0.129
H 2.091 4.467 1.999  0.087
H -0.296 3.216 3.549  0.049
H 1.251 2.528 3.923  0.061
H 0.313 3.113 5.224  0.089
H 3.279 4.358 3.893  0.056
H 2.988 5.497 5.134  0.105
H 2.617 3.775 5.511  0.068
H -1.717 4.738 5.309  0.059
H -1.817 4.567 3.586  0.036
H -2.859 5.643 4.369  0.085
H 1.091 6.001 6.598  0.105
C -0.310 -6.528 3.634  -0.040
C -1.502 -5.631 3.302  -0.455
C -0.920 -4.594 2.230  -0.096
C -2.015 -3.758 1.515  -0.147
C -3.052 -4.708 0.941  -0.147
C -3.717 -5.608 2.004  -0.495
N -2.674 -6.334 2.726  -0.100
O -3.221 -7.215 3.698  -0.031
C -4.613 -4.708 2.918  -0.013
C -4.491 -6.672 1.176  -0.036
C -1.843 -4.882 4.610  -0.025
H -0.099 -7.299 2.960  0.054
H -0.446 -6.980 4.624  0.088
H 0.615 -5.915 3.684  0.086
H -0.232 -3.947 2.769  0.081
H -0.325 -5.172 1.554  0.078
H -1.441 -3.300 0.679  0.085
H -2.507 -2.956 2.113  0.105
H -2.574 -5.331 0.171  0.088
H -3.821 -4.125 0.419  0.102
H -4.154 -3.831 3.301  0.025
H -5.539 -4.480 2.304  0.102
H -5.064 -5.283 3.717  0.076
H -3.707 -7.190 0.616  0.069
H -5.110 -7.369 1.858  0.107
H -5.158 -6.253 0.400  0.082
H -2.604 -4.104 4.579  0.056
H -0.910 -4.443 4.966  0.083
H -2.205 -5.623 5.344  0.087
H -3.226 -8.114 3.300  0.117
C 0.795 2.145 -1.869  -0.024
C 1.097 1.646 -0.479  -0.470
C -0.156 1.702 0.459  -0.114
C -1.275 0.782 -0.036  -0.171
C -0.739 -0.649 0.018  -0.090
C 0.470 -0.867 -0.942  -0.506
N 1.453 0.145 -0.572  -0.073
O 2.623 0.023 -1.401  -0.052
C 1.074 -2.243 -0.685  -0.034
C 0.060 -0.918 -2.414  -0.023
C 2.317 2.369 0.080  -0.029
H 0.713 3.258 -1.794  0.090
H -0.118 1.742 -2.261  0.053
H 1.592 1.782 -2.508  0.087
H 0.300 1.312 1.428  0.123
H -0.355 2.760 0.589  0.097
H -1.622 1.043 -0.997  0.061
H -2.121 0.923 0.639  0.095
H -1.553 -1.305 -0.205  0.100
H -0.271 -0.609 1.041  0.127
H 1.624 -2.295 0.271  0.077
H 0.381 -3.091 -0.761  0.063
H 1.797 -2.372 -1.483  0.078
H 0.961 -0.749 -2.996  0.082
H -0.319 -1.947 -2.547  0.082
H -0.663 -0.164 -2.743  0.055
H 3.191 2.253 -0.536  0.070
H 2.493 1.893 1.088  0.088
H 2.116 3.445 0.136  0.075
H 3.254 -0.458 -0.818  0.115
C 4.425 -1.422 7.296  -0.050
C 4.489 -1.069 5.835  -0.539
C 5.695 -1.741 5.140  -0.129
C 5.600 -1.552 3.651  -0.177
C 4.378 -2.296 3.154  -0.159
C 3.110 -1.720 3.724  -0.470
N 3.317 -1.696 5.191  -0.051
O 2.142 -1.105 5.776  -0.020
C 2.866 -0.285 3.124  0.003
C 1.913 -2.702 3.441  -0.009
C 4.653 0.452 5.747  -0.022
H 4.125 -2.502 7.442  0.106
H 3.611 -0.853 7.762  0.081
H 5.440 -1.278 7.802  0.113
H 6.652 -1.292 5.507  0.137
H 5.587 -2.767 5.517  0.124
H 6.459 -1.973 3.139  0.115
H 5.525 -0.508 3.397  0.085
H 4.440 -3.334 3.513  0.108
H 4.227 -2.482 2.032  0.143
H 1.858 0.119 3.559  0.103
H 3.660 0.364 3.427  0.038
H 2.806 -0.261 2.064  0.051
H 1.986 -3.615 3.997  0.078
H 1.032 -2.216 3.722  0.044
H 1.912 -2.976 2.399  0.052
H 3.734 0.889 6.043  0.065
H 4.911 0.820 4.793  0.050
H 5.243 0.834 6.541  0.083
H 2.145 -0.197 5.611  0.030

## Properties
energy relative to the best compared isomer or geometry (same formula, charge and spin)	41.6	kcal per mole

[2]
This record from the Open Molecules 2025 dataset describes a cluster of 3 separate species, C35H61BBrF16N3O6 in total at a distorted geometry. The level of theory is the ωB97M-V functional and the def2-TZVPD basis.

Each line ends with the Löwdin charge.
CARTESIAN COORDINATES (ANGSTROEM)
C -0.254 -6.696 -9.007  -0.121
C -1.653 -6.700 -8.248  -0.246
C -1.927 -5.266 -7.626  -0.216
C -1.076 -5.068 -6.301  -0.199
C 0.316 -4.365 -6.558  -0.200
C 0.065 -2.847 -6.966  -0.204
C -0.029 -2.020 -5.614  -0.205
C 1.454 -1.720 -5.117  -0.198
C 1.397 -1.611 -3.535  -0.224
C 2.725 -2.088 -2.841  -0.198
C 2.805 -1.489 -1.374  -0.203
C 2.342 -2.540 -0.294  -0.164
C 3.181 -2.284 1.033  -0.121
C 2.301 -2.147 2.335  -0.342
C 1.641 -3.579 2.575  -0.158
N 2.605 -4.484 3.264  0.021
O 1.198 -1.237 2.242  -0.092
C 1.579 0.040 1.791  -0.162
C 0.298 1.002 1.810  -0.451
C -0.293 1.013 0.335  -0.099
C -0.509 -0.415 -0.257  -0.220
N -1.338 -1.298 0.159  0.114
O -0.752 0.521 2.627  -0.105
C -0.476 0.630 4.032  -0.158
C -1.546 1.609 4.648  -0.189
N -2.930 1.218 4.317  -0.114
C -3.675 2.272 3.614  -0.136
C 0.742 2.484 2.101  -0.523
Br 2.341 3.029 1.018  0.952
C -0.381 3.567 1.815  -0.274
C -0.120 4.780 2.807  -0.109
B 3.267 -1.908 3.622  -0.531
O 2.848 -1.346 4.841  0.161
O 4.645 -2.269 3.481  0.103
H -0.318 -7.430 -9.850  0.068
H 0.580 -6.940 -8.311  0.065
H -0.117 -5.669 -9.423  0.067
H -1.618 -7.431 -7.410  0.095
H -2.426 -6.939 -9.015  0.097
H -2.998 -5.204 -7.311  0.103
H -1.691 -4.499 -8.399  0.093
H -0.886 -6.057 -5.810  0.109
H -1.665 -4.396 -5.630  0.099
H 0.904 -4.906 -7.334  0.089
H 0.854 -4.342 -5.573  0.102
H -0.884 -2.749 -7.547  0.093
H 0.889 -2.456 -7.609  0.105
H -0.629 -1.088 -5.726  0.110
H -0.539 -2.693 -4.881  0.089
H 2.155 -2.530 -5.425  0.102
H 1.801 -0.746 -5.539  0.112
H 1.163 -0.539 -3.302  0.106
H 0.565 -2.230 -3.110  0.109
H 3.569 -1.618 -3.417  0.109
H 2.875 -3.191 -2.875  0.110
H 2.246 -0.520 -1.331  0.086
H 3.879 -1.220 -1.189  0.107
H 1.252 -2.493 -0.051  0.093
H 2.533 -3.588 -0.641  0.112
H 3.819 -3.193 1.181  0.127
H 3.878 -1.417 0.950  0.110
H 0.815 -3.393 3.315  0.129
H 1.201 -4.010 1.649  0.125
H 2.643 -5.382 2.786  0.077
H 2.228 -4.705 4.184  0.079
H 2.357 0.554 2.411  0.122
H 1.946 0.066 0.733  0.105
H 0.350 1.579 -0.378  0.096
H -1.287 1.538 0.336  0.124
H 0.087 -0.685 -1.164  0.080
H -1.821 -0.891 0.969  0.045
H -0.700 -0.381 4.472  0.136
H 0.574 0.895 4.286  0.128
H -1.446 1.567 5.766  0.120
H -1.346 2.645 4.283  0.087
H -2.968 0.356 3.781  0.097
H -3.463 3.302 3.977  0.087
H -4.772 2.096 3.774  0.060
H -3.541 2.260 2.495  0.078
H 1.062 2.657 3.160  0.093
H -1.412 3.173 1.962  0.089
H -0.230 3.921 0.765  0.094
H -0.060 4.391 3.858  0.068
H -0.989 5.472 2.722  0.078
H 0.844 5.296 2.600  0.067
H 1.882 -1.306 4.799  0.083
H 5.107 -1.597 2.967  0.094
C 7.156 7.041 1.516  -0.035
C 8.181 6.254 2.369  -0.438
C 9.197 5.379 1.628  -0.310
F 8.623 4.394 0.922  0.101
F 10.023 4.779 2.519  0.094
F 7.515 5.531 3.295  0.132
F 8.899 7.186 3.060  0.103
O 5.832 6.502 1.375  0.035
C 5.554 5.571 0.363  -0.519
C 5.124 4.214 0.925  -0.382
F 6.076 3.673 1.708  0.102
F 4.890 3.328 -0.074  0.021
F 6.590 5.484 -0.485  0.148
F 4.532 6.086 -0.350  0.146
H 6.990 7.974 2.058  0.147
H 7.568 7.347 0.554  0.143
H 9.813 5.980 0.953  0.172
H 4.214 4.312 1.522  0.050
C -8.528 0.919 1.423  -0.035
C -9.517 -0.251 1.645  -0.438
C -10.971 0.103 1.974  -0.310
F -11.097 0.783 3.124  0.101
F -11.698 -1.032 2.121  0.094
F -9.006 -1.084 2.578  0.132
F -9.542 -0.957 0.479  0.104
O -7.662 1.293 2.507  0.028
C -8.102 2.205 3.479  -0.528
C -8.168 1.586 4.878  -0.288
F -9.006 0.535 4.918  0.105
F -8.620 2.493 5.772  0.102
F -9.258 2.766 3.097  0.149
F -7.194 3.202 3.491  0.140
H -7.834 0.565 0.659  0.147
H -9.012 1.789 0.978  0.143
H -11.424 0.689 1.171  0.172
H -7.180 1.243 5.194  0.174

## Properties
energy relative to the best compared isomer or geometry (same formula, charge and spin)	69.0	kcal per mole